1.
77
Properties=species:S:1:pos:R:3 method="wB97M-V/def2-TZVPD" multiplicity=2 energy_ev=-113539.7326 mol_weight_g_mol=897.7 charge=+1 e_homo_ev="-10.20 / -10.47"
W -0.815 0.264 0.109
S -2.936 3.261 3.031
C -4.051 2.835 1.810
C -3.526 1.966 0.901
C -2.155 1.647 1.145
C -1.733 2.284 2.287
C -0.376 2.099 2.723
C 0.190 2.667 3.859
C 1.540 2.501 4.089
C 2.295 1.791 3.165
C 1.661 1.228 2.078
N 0.342 1.334 1.875
H -5.054 3.233 1.842
H -4.112 1.549 0.094
H -0.429 3.245 4.531
H 2.004 2.935 4.964
H 3.362 1.666 3.279
H 2.223 0.675 1.341
C -3.358 1.599 -3.387
C -2.738 0.949 -2.199
N -1.842 1.536 -1.410
O -1.659 2.890 -1.621
C -2.981 -0.360 -1.788
C -3.599 -1.457 -2.577
N -2.549 -0.594 -0.496
O -1.598 -1.561 -0.348
H -2.859 2.532 -3.625
H -4.415 1.796 -3.205
H -3.294 0.924 -4.242
H -2.077 3.320 -0.854
H -4.678 -1.318 -2.680
H -3.423 -2.410 -2.081
H -3.173 -1.502 -3.580
O 0.322 -2.634 -2.866
C 1.452 -2.071 -3.347
C 2.219 -2.842 -4.222
C 3.394 -2.349 -4.746
C 3.843 -1.071 -4.412
C 3.096 -0.304 -3.549
C 1.896 -0.783 -3.005
C 1.156 0.064 -2.072
O -0.050 -0.315 -1.724
N 1.683 1.112 -1.536
N 0.773 1.715 -0.652
C 1.033 2.984 -0.556
S 0.199 4.131 0.452
C 1.506 5.385 0.363
C 2.052 5.357 -1.046
S 2.365 3.626 -1.488
H -0.116 -1.998 -2.272
H 1.860 -3.832 -4.469
H 3.971 -2.963 -5.425
H 4.764 -0.687 -4.827
H 3.421 0.690 -3.274
H 2.278 5.153 1.097
H 1.047 6.341 0.611
H 2.999 5.889 -1.119
H 1.344 5.791 -1.752
C 2.023 -3.159 5.216
C 1.572 -3.316 3.787
O 0.571 -2.289 3.527
P -0.153 -2.174 2.138
S -1.572 -0.764 2.323
S 1.019 -1.474 0.659
O -0.628 -3.649 1.891
C -0.943 -4.279 0.615
C -0.599 -5.741 0.730
H 2.727 -3.954 5.464
H 1.172 -3.230 5.893
H 2.516 -2.201 5.368
H 1.117 -4.288 3.606
H 2.395 -3.167 3.085
H -0.370 -3.784 -0.168
H -2.003 -4.113 0.435
H 0.463 -5.876 0.933
H -0.830 -6.237 -0.213
H -1.176 -6.219 1.521

=====

2.
74
Properties=species:S:1:pos:R:3 method="wB97M-V/def2-TZVPD" multiplicity=5 de_lowest_kj_mol=41.9 energy_ev=-64513.8240 mol_weight_g_mol=683.6 charge=+1 e_homo_ev="-10.91 / -11.20"
Rh -0.119 0.318 -1.117
N 2.904 1.050 -0.267
C 2.944 -0.198 -0.897
C 4.103 -0.960 -0.764
C 4.164 -2.185 -1.384
C 3.077 -2.620 -2.142
C 1.967 -1.817 -2.200
N 1.877 -0.625 -1.573
C 2.311 2.219 -0.739
C 2.817 3.449 -0.305
C 2.274 4.600 -0.822
C 1.253 4.515 -1.773
C 0.800 3.268 -2.119
N 1.295 2.132 -1.595
H 3.693 1.210 0.343
H 4.930 -0.612 -0.164
H 5.051 -2.793 -1.267
H 3.091 -3.566 -2.664
H 1.089 -2.112 -2.761
H 3.631 3.481 0.406
H 2.652 5.563 -0.507
H 0.824 5.397 -2.223
H -0.003 3.142 -2.833
O -3.090 -1.077 1.220
C -2.245 -0.982 0.352
O -0.990 -0.706 0.527
C -2.652 -1.256 -1.090
C -3.867 -1.851 -1.378
C -4.182 -2.117 -2.703
C -3.272 -1.775 -3.691
C -2.080 -1.176 -3.317
N -1.780 -0.918 -2.045
H -4.532 -2.088 -0.560
H -5.122 -2.585 -2.961
H -3.474 -1.965 -4.735
H -1.346 -0.882 -4.057
N 0.082 -4.732 1.239
C 1.120 -4.045 1.718
C 2.073 -4.682 2.573
C 3.151 -3.991 3.029
C 3.324 -2.637 2.654
C 2.330 -1.984 1.890
C 1.285 -2.673 1.366
S 4.757 -1.703 3.121
O 4.802 -0.590 2.183
O 5.878 -2.600 3.067
O 4.273 -1.349 4.448
H -0.111 -5.666 1.564
H -0.664 -4.243 0.770
H 1.929 -5.722 2.838
H 3.899 -4.457 3.656
H 2.475 -0.936 1.679
H 0.643 -2.169 0.652
C -2.487 1.790 2.573
N -1.815 2.228 1.356
C -0.381 2.402 1.483
C -2.405 2.187 0.143
N -1.739 1.852 -0.941
N -3.736 2.483 0.106
C -4.528 2.132 -1.056
C -4.304 3.548 0.924
H -1.975 0.912 2.966
H -3.511 1.499 2.360
H -2.476 2.584 3.323
H -0.181 3.092 2.305
H 0.014 2.837 0.568
H 0.119 1.453 1.697
H -2.235 2.113 -1.784
H -4.454 2.881 -1.853
H -5.572 2.062 -0.756
H -4.222 1.161 -1.444
H -3.563 3.925 1.622
H -5.168 3.187 1.484
H -4.625 4.372 0.282

=====

3.
68
Properties=species:S:1:pos:R:3 method="wB97M-V/def2-TZVPD" de_lowest_kj_mol=10.5 energy_ev=-67723.4528 mol_weight_g_mol=702.8 charge=+2 e_homo_ev=-13.64
Au 0.186 0.194 0.704
S 2.488 0.167 0.573
C 2.931 1.802 0.442
N 4.188 2.149 0.432
C 4.550 3.576 0.433
C 3.607 4.333 -0.458
N 2.219 4.051 -0.062
C 1.280 5.190 -0.217
C 1.598 6.264 0.791
C 1.496 5.996 2.154
C 1.798 6.982 3.078
C 2.197 8.242 2.645
C 2.294 8.513 1.289
C 2.000 7.523 0.361
C 1.878 2.874 0.371
S 0.294 2.521 0.891
C 5.288 1.157 0.604
C 5.464 0.759 2.047
C 5.935 1.680 2.980
C 6.094 1.310 4.305
C 5.795 0.014 4.705
C 5.350 -0.914 3.776
C 5.182 -0.542 2.449
H 5.569 3.666 0.067
H 4.512 3.948 1.460
H 3.728 4.065 -1.510
H 3.766 5.404 -0.341
H 0.266 4.810 -0.124
H 1.418 5.558 -1.235
H 1.163 5.022 2.499
H 1.711 6.776 4.137
H 2.424 9.013 3.368
H 2.596 9.494 0.951
H 2.068 7.739 -0.699
H 6.178 1.634 0.198
H 5.058 0.293 -0.021
H 6.216 2.682 2.672
H 6.472 2.025 5.023
H 5.931 -0.276 5.738
H 5.144 -1.932 4.081
H 4.861 -1.276 1.719
C -3.198 1.752 1.067
C -3.034 0.278 0.892
C -4.114 -0.579 0.873
C -3.914 -1.953 0.737
C -2.648 -2.487 0.611
C -1.586 -1.592 0.626
N -1.805 -0.264 0.773
N -0.234 -1.786 0.498
Si 0.573 -3.323 0.969
C 2.410 -3.027 1.016
C 0.167 -4.580 -0.339
C -0.061 -3.815 2.646
H -4.048 2.102 0.484
H -2.320 2.306 0.747
H -3.395 1.987 2.113
H -5.111 -0.172 0.958
H -4.772 -2.613 0.725
H -2.485 -3.548 0.497
H 2.811 -2.669 0.066
H 2.888 -3.988 1.220
H 2.702 -2.350 1.823
H 0.406 -4.217 -1.340
H -0.875 -4.901 -0.333
H 0.771 -5.474 -0.157
H 0.183 -3.066 3.404
H 0.387 -4.760 2.960
H -1.143 -3.955 2.651